Record 1
C4H11NO | ωB97M-V/def2-TZVPD

Geometry as ORCA input:
```
! wB97M-V def2-TZVPD RIJCOSX def2/J DEFGRID3
* xyz 0 1
O 1.157 -4.035 -2.779
H -0.265 1.175 2.408
H -0.866 2.872 -1.926
H 1.128 -1.912 1.900
H 0.219 -4.104 -2.901
H -1.243 1.175 -1.565
H 0.359 1.700 -1.620
H -0.709 3.183 0.713
H 1.436 -0.214 0.714
H 0.136 -1.244 2.955
C -0.550 1.932 -1.151
H -1.938 2.075 0.533
C -0.137 1.234 1.309
C -0.892 2.032 0.400
N 0.410 -1.175 1.947
C 0.507 0.047 1.174
H 1.248 -4.741 -2.110
*
```

As for the HOMO energy: -7.541 eV. As for the SMILES: CC/C=C/N.O. The energy relative to the best compared isomer or geometry (same formula, charge and spin) comes out at 434.66 kJ/mol. The calculation puts the HOMO-LUMO gap at 0.3070 Eh.

Atom charges from the Mulliken analysis, given in e for atoms 1 to 4:
1. O -0.63
2. H 0.20
3. H 0.25
4. H 0.24

Record 2
C22H38Cl10F3N3O15 | ωB97M-V/def2-TZVPD

Geometry as ORCA input:
```
! wB97M-V def2-TZVPD RIJCOSX def2/J DEFGRID3
* xyz 0 1
H 8.049 0.244 4.077
H -1.852 2.047 -0.913
H 5.673 -0.076 4.893
Cl -6.657 1.216 7.690
C -1.424 1.129 -0.511
O -4.021 -6.583 2.564
C 1.789 -5.242 0.412
H -1.877 1.105 0.480
Cl -3.366 2.141 -6.375
H -7.047 1.193 5.378
H 6.661 4.033 -0.852
C -3.150 9.093 -3.228
C 0.340 -5.731 -1.329
O 0.764 1.049 -1.256
O -4.033 7.522 -1.828
O -2.902 -4.795 3.420
H -5.707 0.181 5.732
H 7.649 6.385 -1.705
H -3.184 1.350 -8.486
N -8.061 -3.664 -1.785
H 9.228 5.573 -1.456
C -4.582 -7.364 4.591
Cl -0.836 8.429 5.217
F 7.287 -5.011 -3.800
C 7.622 0.853 4.874
H 6.996 -3.342 -2.795
C -6.128 1.159 5.964
O 1.746 -6.540 0.389
H -4.401 1.937 4.866
H 2.100 6.771 3.597
H 7.165 4.202 -2.469
C -4.856 -7.571 3.053
O -3.654 9.426 -0.945
Cl 5.388 2.160 5.624
H 0.822 7.882 2.972
C 0.348 7.135 4.964
Cl 2.326 8.967 4.444
C -5.099 2.225 5.652
H 0.766 6.927 5.949
H 5.907 1.104 3.575
N 0.030 1.329 -0.261
C 8.173 5.584 -1.183
O 1.014 -4.727 -0.580
H -0.248 6.268 4.681
O 9.148 -2.588 -6.432
O 6.996 -3.028 -6.059
C 0.918 -7.013 -0.743
H -7.782 -5.141 -3.151
H 0.227 -7.810 -0.467
O -6.908 -3.258 -2.058
H 5.500 -4.067 -5.059
H -4.555 -8.561 2.710
Cl 8.720 3.015 -1.117
H 8.089 1.832 4.980
C -8.578 -4.888 -2.450
C -3.890 1.112 -7.691
H -3.824 -8.067 4.936
C -3.740 -5.725 3.539
F -6.135 -7.382 2.871
C 6.091 0.896 4.629
C 7.545 4.258 -1.449
H -9.465 -4.516 -2.962
C 8.254 -2.877 -5.676
C 1.412 7.580 3.838
H 5.706 -2.346 -4.583
H -8.708 -5.626 -1.658
F 1.712 -7.445 -1.697
H -5.417 -7.525 5.274
C 7.230 -3.689 -3.801
H -0.721 -5.807 -1.090
H -4.559 2.445 6.574
O 8.426 -3.227 -4.366
H -3.845 8.949 -4.056
C 6.215 -3.266 -4.870
H -4.365 -0.558 -6.401
Cl 7.986 -0.130 6.289
Cl -1.961 -0.819 -6.968
H -1.602 0.243 -1.120
H -2.703 10.086 -3.178
H -4.037 -1.017 -8.098
O -8.806 -3.192 -0.898
O 0.453 1.609 0.897
H -2.273 8.512 -3.517
O -4.308 -6.001 4.618
H 0.325 -5.609 -2.412
N -3.593 8.652 -1.873
O 2.563 -4.565 1.104
Cl 8.006 5.932 0.520
H -4.893 1.361 -8.039
Cl -5.869 3.657 5.131
C -3.740 -0.369 -7.273
*
```

As for the HOMO energy: -10.390 eV. As for the SMILES: O=C1OC[C@@H](F)O1.O=C1OC[C@@H](F)O1.O=C1OC[C@@H](F)O1.C[N+](=O)[O-].C[N+](=O)[O-].C[N+](=O)[O-].ClCCCl.ClCCCl.ClCCCl.ClCCCl.ClCCCl. The calculation puts the HOMO-LUMO gap at 0.3661 Eh.

Atom charges from the Mulliken analysis, given in e for atoms 1 to 4:
1. H 0.25
2. H 0.29
3. H 0.31
4. Cl -0.19

Record 3
C5H9NO | ωB97M-V/def2-TZVPD

Geometry as ORCA input:
```
! wB97M-V def2-TZVPD RIJCOSX def2/J DEFGRID3
* xyz 0 1
H -1.452 1.359 0.708
H 0.899 1.760 1.355
H -1.070 2.009 -0.909
H -1.228 -2.218 -0.491
N 1.571 -1.095 0.231
O 2.807 -0.794 0.779
C -0.541 -0.159 -0.592
C 0.725 1.387 0.341
H 3.145 -1.693 0.859
H -2.475 -1.024 -0.892
H -1.902 -1.180 0.780
C 0.788 -0.112 0.114
C -0.755 1.307 -0.135
C -1.591 -1.209 -0.271
H -0.308 -0.208 -1.663
H 1.388 1.930 -0.342
*
```

As for the HOMO energy: -9.410 eV. As for the SMILES: C[C@H]1CC/C1=N\O. The energy relative to the best compared isomer or geometry (same formula, charge and spin) comes out at 290.03 kJ/mol. The calculation puts the HOMO-LUMO gap at 0.3858 Eh.

Atom charges from the Mulliken analysis, given in e for atoms 1 to 4:
1. H 0.26
2. H 0.29
3. H 0.29
4. H 0.35

Record 4
C3H5N5O | ωB97M-V/def2-TZVPD

Geometry as ORCA input:
```
! wB97M-V def2-TZVPD RIJCOSX def2/J DEFGRID3
* xyz 0 1
O -2.634 -0.661 0.640
C 1.075 0.793 -0.549
H -1.845 1.601 0.171
H 3.014 0.423 -1.022
H -1.394 -2.860 1.111
N 0.936 0.080 0.561
N -0.834 -2.042 0.935
N -0.846 1.559 0.382
C -0.447 0.272 0.524
N 2.194 0.950 -1.264
H 2.171 1.507 -2.102
C -1.434 -0.868 0.658
N -0.132 1.333 -0.986
H 0.176 -2.088 0.940
*
```

As for the HOMO energy: -8.267 eV. The energy relative to the best compared isomer or geometry (same formula, charge and spin) comes out at 200.54 kJ/mol. The calculation puts the HOMO-LUMO gap at 0.2869 Eh.

Atom charges from the Mulliken analysis, given in e for atoms 1 to 4:
1. O -0.61
2. C 0.44
3. H 0.33
4. H 0.25

Record 5
C16H25INO5P2STi | ωB97M-V/def2-TZVPD

Geometry as ORCA input:
```
! wB97M-V def2-TZVPD RIJCOSX def2/J DEFGRID3
* xyz 2 2
O -0.002 3.217 0.117
O 2.948 0.342 4.033
H -2.532 -0.413 -3.057
H 0.520 0.047 6.731
C -1.670 -2.148 5.299
H 3.273 -1.223 1.024
H -2.987 -1.204 1.057
I 0.040 -0.161 -4.688
C -3.023 0.336 -2.425
H 2.675 -0.457 -3.121
C 3.358 1.434 0.206
C 3.322 -1.287 -0.069
C -3.138 -1.192 -0.029
C 0.420 -0.474 4.615
H -2.848 1.321 -2.871
H 0.919 -0.428 -7.888
C 3.190 0.273 -2.482
C 0.067 2.066 -0.115
O 0.050 2.219 -6.468
S 1.556 0.715 3.904
H -4.374 1.367 -0.030
H 4.266 0.059 -2.484
C -0.228 -1.212 3.635
H -4.103 0.142 -2.397
H 3.151 2.440 -0.168
Ti 0.120 0.071 -0.206
C -1.000 -1.431 6.296
C 0.033 0.213 -7.851
O -0.132 -1.312 1.181
H -3.058 2.553 -0.270
C 0.228 -0.760 2.315
C 0.042 1.020 -6.576
H -2.701 -2.103 -0.452
C 0.050 -0.551 5.964
P -2.328 0.278 -0.746
H 2.796 -2.188 -0.404
N 1.011 0.299 2.290
H 4.436 1.238 0.198
H -4.215 -1.165 -0.238
H 2.992 1.353 1.233
C -1.297 -2.079 3.959
H 3.016 1.266 -2.913
H 4.371 -1.314 -0.392
P 2.509 0.173 -0.802
H -2.523 -2.759 5.620
H 0.035 0.894 -8.715
H -0.863 -0.416 -7.884
C -3.303 1.557 0.111
H -3.087 1.534 1.184
H -1.846 -2.667 3.206
H -1.312 -1.535 7.332
O 1.178 2.052 4.232
*
```

As for the HOMO energy (alpha / beta): -15.012 / -15.013 eV. The expectation value of S² is 0.757. The calculation puts the HOMO-LUMO gap (alpha / beta) at 0.2213 / 0.2301 Eh.

Atom charges from the Mulliken analysis, given in e for atoms 1 to 4:
1. O -0.18
2. O -0.60
3. H 0.28
4. H 0.47

Record 6
C23H43InN2O2P3 | ωB97M-V/def2-TZVPD

Geometry as ORCA input:
```
! wB97M-V def2-TZVPD RIJCOSX def2/J DEFGRID3
* xyz 3 1
C 3.407 -3.506 -0.944
H 4.106 5.539 0.011
C 2.732 0.342 -0.345
H -3.757 2.379 1.651
C 3.689 4.792 -3.295
H -0.233 3.390 1.364
H -2.920 -1.359 -3.086
C 2.688 -0.232 0.968
O -1.283 -3.322 6.517
H 0.719 -3.337 4.786
H -3.675 -2.621 4.569
C -1.122 -2.255 4.383
H 3.319 -1.089 1.240
C 0.844 -2.184 2.982
H 3.227 2.674 -3.167
C -0.881 3.746 0.555
H 2.134 3.922 0.223
H -3.754 -3.209 6.182
H -1.462 2.278 -2.337
P -1.939 2.347 0.048
C 0.885 -4.444 -0.009
H 0.994 -4.243 1.066
H 0.025 -3.414 -2.798
H 1.872 -2.489 2.755
C -3.553 2.933 0.725
H -3.489 4.004 0.954
H 1.893 3.646 -3.895
C -3.658 -0.415 -0.501
C 1.118 -3.354 -2.710
H -3.944 0.515 -1.010
C -2.211 2.790 -1.722
H -2.024 0.194 -3.056
O 0.677 3.765 -2.192
H 2.469 0.439 1.801
C -0.976 -0.842 2.435
C 2.566 4.218 -0.732
H -0.181 -4.553 -0.235
H -4.362 2.747 0.009
H 3.526 -4.557 -1.246
H -3.214 -2.999 -0.839
H 4.915 6.183 -2.216
H 1.411 -5.380 -0.249
H -1.127 -1.345 -3.173
H -3.769 -0.280 0.582
H -2.704 -0.913 3.684
C -1.700 -1.307 3.530
H -4.342 -1.216 -0.818
C 4.130 5.424 -2.160
H -2.062 3.869 -1.838
H 1.567 -4.282 -3.094
H -1.519 -3.333 -1.292
P -1.933 -0.936 -0.906
C 3.633 5.085 -0.862
C 1.888 3.835 -1.947
C 2.732 3.663 -3.189
C -2.007 -0.856 -2.738
H 3.809 -3.377 0.069
H -0.260 4.074 -0.292
H -1.507 4.565 0.923
In 0.923 -0.813 -0.122
C 0.197 -2.651 4.125
N 0.234 -1.342 2.119
H 3.433 -0.041 -1.101
H 3.966 -2.862 -1.635
H 4.075 5.030 -4.290
C -1.858 -2.837 5.551
H 2.472 1.405 -0.448
C -2.166 -2.740 -0.636
N -3.226 -2.724 5.470
H 1.469 -2.511 -3.323
H -3.224 2.509 -2.041
H -1.387 -0.058 1.783
P 1.633 -3.092 -0.979
H -1.947 -2.985 0.411
*
```

As for the HOMO energy (alpha / beta): -15.358 / -15.359 eV. The energy relative to the best compared isomer or geometry (same formula, charge and spin) comes out at 520.85 kJ/mol. The calculation puts the HOMO-LUMO gap (alpha / beta) at 0.1265 / 0.1266 Eh.

Atom charges from the Mulliken analysis, given in e for atoms 1 to 4:
1. C -1.22
2. H 0.44
3. C -0.30
4. H 0.35